(1)
Formula: C16H15FN2O2S
Source: the Open Molecules 2025 dataset
Level of theory: the ωB97M-V functional and the def2-TZVPD basis

Each line ends with the Löwdin charge.
Positions of all 37 atoms, in Å:
S: 2.989 0.903 0.270  0.643
F: -2.480 3.017 0.342  0.075
O: 3.615 1.430 1.443  -0.275
O: 3.573 1.136 -1.016  -0.283
N: 2.916 -0.746 0.480  -0.126
N: 0.255 -1.638 -0.309  -0.048
C: 0.816 2.171 -0.840  -0.057
C: 0.301 -2.323 0.877  -0.082
C: -1.238 2.507 0.314  -0.276
C: 2.714 -1.591 -0.667  -0.214
C: -0.859 -2.156 1.569  -0.015
C: -1.700 -1.332 0.773  -0.188
C: -0.768 1.831 1.428  0.014
C: 1.308 -1.519 -1.284  -0.114
C: -1.527 -0.276 -1.427  -0.025
C: -3.532 -0.073 -0.084  -0.098
C: 0.520 1.326 1.399  -0.051
C: -2.810 0.196 -1.249  -0.099
C: -0.971 -1.034 -0.404  -0.190
C: 1.293 1.495 0.266  -0.280
C: -2.993 -0.833 0.929  -0.034
C: -0.467 2.690 -0.822  0.002
H: -3.272 0.786 -2.027  0.106
H: -1.402 1.714 2.291  0.129
H: 1.220 -2.308 -2.043  0.135
H: 1.158 -2.914 1.141  0.120
H: 1.193 -0.551 -1.781  0.112
H: -3.557 -1.050 1.824  0.111
H: 3.433 -1.255 -1.415  0.116
H: -4.531 0.323 0.014  0.102
H: -0.871 3.230 -1.664  0.127
H: 2.958 -2.618 -0.383  0.121
H: -0.983 -0.068 -2.337  0.112
H: 1.464 2.291 -1.694  0.117
H: 0.933 0.819 2.256  0.122
H: -1.098 -2.578 2.525  0.103
H: 2.401 -1.004 1.307  0.088

Values from the calculation:
molar mass	318.4	g mol⁻¹
SMILES string	O=S(=O)(NCCn1ccc2ccccc21)c1ccc(F)cc1
gap between HOMO and LUMO	8.86	eV
HOMO level	-8.21	eV
E	-1376.7501	hartree

=====

(2)
Formula: C16H15FeN4O5
Source: the Open Molecules 2025 dataset
Level of theory: the ωB97M-V functional and the def2-TZVPD basis

Each line ends with the Löwdin charge.
Positions of all 41 atoms, in Å:
Fe: -0.799 -0.110 -1.390  1.015
O: -0.881 1.589 -2.401  -0.116
O: -1.482 -1.017 2.531  0.056
O: 1.755 1.745 -0.566  0.108
O: -1.012 3.834 -2.375  0.096
O: -1.764 -1.107 0.299  -0.121
N: 2.347 -0.982 1.503  -0.083
N: 0.605 -2.446 0.922  0.230
N: 0.947 -0.381 -0.152  0.115
N: -1.394 1.366 0.026  0.085
C: 0.189 -1.085 -3.338  -0.141
C: 2.856 -1.760 2.611  -0.017
C: 1.793 0.705 0.040  -0.438
C: 2.770 0.359 1.159  -0.019
C: 0.185 -2.168 -2.412  -0.148
C: -1.144 -2.453 -2.079  -0.161
C: -1.979 -1.564 -2.801  -0.141
C: -1.589 3.298 1.913  -0.025
C: 1.279 -1.303 0.761  -0.387
C: -1.591 1.008 1.286  -0.163
C: -1.687 1.957 2.283  0.021
C: -1.389 3.650 0.585  0.030
C: -1.631 -0.500 1.432  -0.591
C: -1.285 2.628 -0.343  -0.157
C: -1.146 -0.752 -3.610  -0.163
C: -1.030 2.752 -1.831  -0.554
H: -1.305 4.676 0.257  0.126
H: 2.960 -2.807 2.324  0.094
H: -1.487 -3.196 -1.378  0.108
H: 2.210 -1.685 3.490  0.100
H: 3.803 0.401 0.813  0.141
H: -3.058 -1.551 -2.787  0.113
H: -0.369 -2.353 0.623  0.077
H: 2.637 1.057 1.989  0.144
H: 1.058 -2.647 -1.999  0.100
H: 1.060 -0.617 -3.769  0.115
H: 0.701 -2.887 1.823  0.111
H: -1.478 0.016 -4.288  0.114
H: -1.665 4.070 2.669  0.111
H: 3.843 -1.387 2.872  0.095
H: -1.834 1.648 3.308  0.121

Values from the calculation:
expectation value of S²	8.763
molar mass	399.2	g mol⁻¹
spin multiplicity	6
gap between HOMO and LUMO (alpha / beta)	8.61 / 8.08	eV
HOMO level (alpha / beta)	-8.40 / -8.84	eV
E	-2477.7415	hartree

=====

(3)
Formula: C16H15InNO9
Source: the Open Molecules 2025 dataset
Level of theory: the ωB97M-V functional and the def2-TZVPD basis

Each line ends with the Löwdin charge.
Positions of all 42 atoms, in Å:
In: 0.607 -0.980 -0.250  1.115
O: 2.005 0.014 -7.433  0.001
O: -3.782 -2.465 5.397  0.013
O: 0.711 0.099 -2.920  -0.104
O: 4.078 -1.948 -6.763  0.003
O: -1.481 0.933 0.517  -0.306
O: -1.357 -1.358 6.793  0.000
O: 2.566 -1.973 -2.365  -0.062
O: 0.715 -0.909 2.765  -0.072
O: -1.260 -2.337 1.461  -0.111
N: 1.259 1.853 1.064  0.020
C: -2.916 0.570 0.717  -0.044
C: 0.228 2.740 0.650  -0.446
C: 2.160 -0.488 -6.239  -0.337
C: -1.176 2.211 1.092  -0.186
C: 3.196 -1.514 -5.894  -0.336
C: 2.479 -1.513 -3.508  -0.284
C: 1.401 0.090 -5.243  0.072
C: -2.628 -2.282 4.878  -0.334
C: 1.398 -0.362 -3.851  -0.302
C: -2.578 -2.525 3.508  0.070
C: -1.418 -2.150 2.682  -0.310
C: -1.369 -1.697 5.546  -0.345
C: 0.346 2.942 -0.875  -0.040
C: -0.220 -1.399 3.433  -0.302
C: 3.353 -2.015 -4.631  0.101
C: -0.289 -1.279 4.874  0.047
H: 4.117 -2.726 -4.355  0.122
H: -3.431 -2.922 2.978  0.116
H: 1.355 1.781 2.067  0.082
H: -3.102 0.509 1.789  0.083
H: 1.350 3.232 -1.184  0.078
H: 0.737 0.926 -5.406  0.121
H: -3.620 1.304 0.324  0.083
H: 0.031 2.040 -1.399  0.056
H: 0.332 3.671 1.207  0.128
H: 0.508 -0.791 5.415  0.127
H: -1.959 2.956 0.957  0.120
H: -3.077 -0.435 0.326  0.085
H: -1.129 2.071 2.172  0.120
H: 2.118 2.298 0.774  0.081
H: -0.254 3.830 -1.073  0.078

Values from the calculation:
total charge	-1
molar mass	480.1	g mol⁻¹
gap between HOMO and LUMO	1.41	eV
HOMO level	-4.15	eV
E	-1540.5541	hartree

=====

(4)
Formula: C16H15N3O2S
Source: the Open Molecules 2025 dataset
Level of theory: the ωB97M-V functional and the def2-TZVPD basis

Each line ends with the Löwdin charge.
Positions of all 37 atoms, in Å:
S: -2.296 -1.812 -0.597  0.974
O: 0.066 -2.604 -3.552  0.086
O: -2.365 1.756 3.325  0.065
N: -0.682 0.351 -0.147  0.022
N: -1.292 0.769 0.938  0.040
N: -0.162 -1.055 -1.901  -0.019
C: 3.668 -2.376 -0.517  -0.083
C: 2.643 -1.966 -1.349  -0.030
C: 2.304 1.696 -0.390  -0.048
C: 2.757 0.269 -0.453  -0.222
C: -4.188 2.550 2.315  -0.019
C: -2.992 1.888 2.137  -0.274
C: -2.419 1.364 0.934  -0.083
C: -4.280 2.831 3.692  -0.061
C: -3.143 2.324 4.251  -0.110
C: -1.743 -2.832 -1.983  -0.350
C: -0.515 -2.177 -2.583  -0.504
C: 4.242 -1.465 0.352  -0.086
C: 2.178 -0.656 -1.323  -0.159
C: 1.037 -0.302 -2.247  -0.063
C: -0.946 -0.668 -0.838  -0.564
C: 3.789 -0.159 0.374  -0.047
H: 1.254 1.745 -0.108  0.056
H: -3.006 1.519 0.025  0.134
H: 1.284 -0.591 -3.273  0.137
H: 0.793 0.758 -2.203  0.119
H: -1.498 -3.835 -1.632  0.091
H: -5.077 3.337 4.197  0.101
H: 2.198 -2.668 -2.039  0.108
H: -4.900 2.797 1.554  0.110
H: 4.245 0.548 1.052  0.107
H: 2.884 2.243 0.348  0.075
H: 5.044 -1.770 1.008  0.101
H: -2.536 -2.908 -2.728  0.090
H: -2.792 2.310 5.264  0.123
H: 2.429 2.187 -1.355  0.084
H: 4.017 -3.397 -0.551  0.101

Values from the calculation:
molar mass	313.4	g mol⁻¹
SMILES string	Cc1ccccc1CN1C(=O)CS/C1=N\N=C\c1ccco1
gap between HOMO and LUMO	8.80	eV
HOMO level	-8.29	eV
E	-1331.6046	hartree

=====

(5)
Formula: C16H15N5O4
Source: the Open Molecules 2025 dataset
Level of theory: the ωB97M-V functional and the def2-TZVPD basis

Each line ends with the Löwdin charge.
Positions of all 40 atoms, in Å:
O: 8.226 -0.204 -1.423  0.141
O: -3.254 1.595 -0.273  0.003
O: 7.880 1.747 -1.935  0.041
O: 0.325 -0.442 -2.273  0.047
N: -0.240 1.083 -0.660  0.015
N: 7.483 0.667 -1.419  -0.395
N: -4.918 -1.534 0.850  0.126
N: 0.959 1.164 0.044  0.038
N: -3.073 -0.428 -1.278  0.071
C: 5.698 -0.616 -0.242  0.044
C: -2.041 0.174 -2.210  -0.079
C: -5.476 0.719 1.541  -0.019
C: -6.361 -1.158 2.612  -0.046
C: -6.267 0.264 2.583  -0.032
C: -3.670 0.417 -0.268  -0.331
C: 3.409 0.224 -0.105  -0.159
C: 3.872 1.407 -0.774  -0.001
C: 1.922 0.129 0.354  -0.082
C: 6.193 0.518 -0.938  -0.143
C: 5.200 1.518 -1.165  0.014
C: 4.326 -0.761 0.146  -0.026
C: 1.533 -1.116 1.289  -0.023
C: -4.722 -0.176 0.708  -0.125
C: -0.564 0.186 -1.730  -0.419
C: -5.653 -1.915 1.775  -0.238
H: -5.890 -2.877 1.830  0.078
H: -1.121 1.561 -0.290  0.137
H: 2.140 -1.171 2.092  0.029
H: 6.279 -1.487 -0.062  0.103
H: -3.436 -1.366 -1.482  0.130
H: 3.147 2.205 -1.077  0.127
H: -6.892 -1.662 3.432  0.117
H: -6.844 0.952 3.181  0.106
H: 3.983 -1.647 0.721  0.120
H: -2.249 1.189 -2.566  0.124
H: -2.084 -0.465 -3.076  0.112
H: 5.534 2.397 -1.680  0.109
H: 1.537 -1.975 0.653  0.073
H: 0.578 -0.980 1.761  0.068
H: -5.467 1.863 1.355  0.146

Values from the calculation:
molar mass	341.3	g mol⁻¹
SMILES string	C/C(=N\NC(=O)CNC(=O)c1ccccn1)c1ccc([N+](=O)[O-])cc1
gap between HOMO and LUMO	6.17	eV
HOMO level	-7.57	eV
E	-1193.1674	hartree